{"formula": "C5H12O2", "method": "wB97M-V/def2-TZVPD", "spin_multiplicity": 1, "orbital_gap_ha": 0.3659, "lumo_energy_ev": 0.47, "homo_ha": -0.3488, "total_charge": 0, "e_above_lowest_ev": 2.925, "smiles": "C=CCC=C.O.O", "elements": ["C", "C", "C", "C", "C", "H", "H", "H", "H", "H", "H", "H", "H", "O", "H", "H", "O", "H", "H"], "positions_angstrom": [[-2.641288, 0.099183, -0.305477], [-1.435559, 0.589616, 0.020598], [-0.037504, 0.138175, -0.000897], [0.841818, 0.993047, -0.846907], [0.713843, 1.105203, -2.170256], [-3.460427, 0.738735, -0.594356], [-2.660570, -0.893281, -0.757231], [-1.444143, 1.594156, 0.454579], [0.244063, 0.150374, 1.075403], [0.144021, -0.929509, -0.163679], [1.610051, 1.507604, -0.258076], [1.376462, 1.888605, -2.526951], [-0.035502, 0.642693, -2.790981], [3.135466, -0.218479, 1.184842], [2.814064, -0.188738, 2.095117], [2.422580, -0.660095, 0.708238], [-0.321898, -2.263823, 1.333703], [-0.015520, -2.270323, 2.248169], [-1.249955, -2.023144, 1.294161]], "forces_ev_per_a": [[1.80, -0.73, -1.46], [-1.65, 1.38, 0.43], [0.50, -1.84, 1.44], [-0.30, -0.22, 0.05], [0.94, 1.34, 1.34], [-0.35, 0.13, 0.94], [-0.20, -0.03, 0.11], [-0.21, 0.19, -0.44], [0.31, 0.55, -0.53], [-0.46, 0.27, -0.77], [-0.12, 0.12, -0.74], [-0.10, -0.39, -0.93], [-0.04, -0.11, 0.03], [-0.22, -0.06, 0.23], [0.15, 0.03, -0.13], [0.10, -0.01, -0.07], [0.47, -0.68, 0.19], [-0.50, -0.02, -0.10], [-0.12, 0.09, 0.39]], "nbo_charge": [-0.448, -0.121, -0.538, -0.173, -0.399, 0.213, 0.180, 0.180, 0.215, 0.252, 0.216, 0.205, 0.207, -0.931, 0.464, 0.472, -0.954, 0.478, 0.484]}

{"formula": "C15H11NO8", "method": "wB97M-V/def2-TZVPD", "spin_multiplicity": 1, "orbital_gap_ha": 0.2999, "lumo_energy_ev": -1.77, "homo_ha": -0.3648, "total_charge": 0, "smiles": "O=C1NC(=O)c2cc(COO)ccc21.O=C1C=C(O)C(=O)C=C1O", "elements": ["O", "C", "N", "C", "O", "C", "C", "C", "C", "O", "O", "C", "C", "C", "H", "H", "H", "H", "H", "H", "H", "O", "C", "C", "C", "O", "C", "O", "C", "C", "O", "H", "H", "H", "H"], "positions_angstrom": [[0.888693, 5.906849, 0.660446], [-0.014474, 5.364812, 0.101174], [-1.317074, 5.975512, -0.095124], [-2.003244, 5.158570, -1.072125], [-2.977383, 5.493811, -1.673157], [-1.219916, 3.909207, -1.249264], [-1.521390, 2.754758, -1.955592], [-0.582291, 1.730092, -1.957193], [-0.855924, 0.457665, -2.727104], [-0.547681, -0.698266, -1.968475], [0.627900, -1.291184, -2.528274], [0.633281, 1.875092, -1.270795], [0.925515, 3.030710, -0.562152], [-0.030495, 4.035709, -0.559972], [-1.822798, 5.913928, 0.786240], [-2.464319, 2.660326, -2.476941], [-0.247113, 0.461022, -3.629725], [-1.907541, 0.406670, -3.005097], [1.214851, -1.350284, -1.758332], [1.358547, 1.074670, -1.291935], [1.848664, 3.159328, -0.016058], [0.506266, -5.787686, 3.950198], [0.599792, -5.010796, 3.019113], [0.635767, -5.403039, 1.623590], [0.752820, -4.459567, 0.679350], [0.781036, -4.727042, -0.618402], [0.859872, -2.995165, 1.023896], [0.990249, -2.216865, 0.094690], [0.798322, -2.598022, 2.413012], [0.675407, -3.541702, 3.357785], [0.614258, -3.277373, 4.652202], [0.561477, -6.455219, 1.388907], [0.848547, -3.871162, -1.083737], [0.857686, -1.544329, 2.645572], [0.532693, -4.141032, 5.103277]], "forces_ev_per_a": [[0.20, -0.05, 0.39], [-0.32, 0.21, -0.11], [0.19, -1.01, -0.12], [0.25, 0.11, 0.04], [-0.47, 0.00, 0.13], [0.22, -0.27, -0.08], [0.15, 0.13, 0.04], [0.01, -0.08, 0.00], [0.23, 0.37, 0.10], [-0.06, -0.18, 0.06], [0.21, 0.01, -0.28], [-0.09, 0.25, 0.08], [-0.17, 0.06, -0.08], [0.06, -0.01, -0.14], [-0.09, 0.80, -0.02], [-0.03, -0.03, -0.05], [-0.07, -0.14, -0.13], [-0.07, -0.06, -0.02], [-0.27, 0.01, 0.17], [-0.03, -0.11, -0.02], [0.08, -0.05, -0.03], [-0.01, 0.06, 0.11], [0.00, -0.19, -0.27], [0.00, -0.11, 0.13], [-0.06, -0.16, -0.08], [0.02, 0.07, 0.05], [-0.03, 0.14, 0.23], [0.15, 0.00, -0.01], [0.02, 0.12, -0.12], [0.01, 0.18, 0.05], [0.00, -0.04, -0.02], [0.00, 0.01, -0.02], [-0.03, 0.02, -0.02], [0.00, -0.01, 0.02], [0.00, -0.04, -0.01]], "nbo_charge": [-0.504, 0.671, -0.684, 0.659, -0.502, -0.067, -0.198, -0.024, -0.109, -0.277, -0.465, -0.170, -0.167, -0.153, 0.405, 0.233, 0.219, 0.195, 0.482, 0.220, 0.236, -0.533, 0.473, -0.390, 0.329, -0.621, 0.490, -0.582, -0.400, 0.340, -0.620, 0.248, 0.510, 0.246, 0.510]}

{"formula": "C5H11NO", "method": "wB97M-V/def2-TZVPD", "spin_multiplicity": 1, "orbital_gap_ha": 0.3747, "lumo_energy_ev": 1.13, "homo_ha": -0.3331, "total_charge": 0, "e_above_lowest_ev": 3.858, "smiles": "C[C@H]1CN1CCO", "elements": ["C", "C", "C", "N", "C", "C", "O", "H", "H", "H", "H", "H", "H", "H", "H", "H", "H", "H"], "positions_angstrom": [[-1.044841, -1.297210, -1.990883], [-0.446784, -0.047581, -1.401221], [-1.282694, 0.749909, -0.492928], [-0.308534, 0.032148, 0.265199], [0.772439, 0.950575, 0.738387], [1.652985, 0.172854, 1.706819], [0.854202, -0.393176, 2.717237], [-0.264014, -1.978742, -2.333011], [-1.688540, -1.079660, -2.856956], [-1.663807, -1.796159, -1.238320], [0.605182, -0.063883, -1.167279], [-2.262472, 0.302571, -0.317396], [-1.276304, 1.833407, -0.461268], [1.372798, 1.446046, -0.051857], [0.264613, 1.751400, 1.293789], [2.212284, -0.600512, 1.154426], [2.385405, 0.826188, 2.196398], [0.118082, -0.808177, 2.238864]], "forces_ev_per_a": [[0.09, -0.16, 0.13], [0.44, -1.03, 1.51], [-0.16, 0.42, 0.30], [-0.85, 0.01, 0.87], [-0.21, -0.20, 0.04], [0.20, 0.13, -0.26], [-0.13, -0.27, 0.01], [-0.10, -0.04, 0.10], [0.21, 0.17, 0.29], [0.06, -0.11, -0.12], [0.81, 1.07, -2.43], [-0.01, 0.32, -0.43], [0.06, 0.11, -0.07], [-0.30, -0.34, 0.01], [0.09, -0.13, -0.07], [-0.07, 0.06, 0.10], [-0.16, -0.05, -0.16], [0.05, 0.05, 0.19]], "nbo_charge": [-0.644, -0.132, -0.263, -0.423, -0.285, -0.067, -0.720, 0.218, 0.223, 0.219, 0.255, 0.213, 0.196, 0.190, 0.201, 0.153, 0.183, 0.483]}